1.
ORCA calculation (the ωB97M-V functional and the def2-TZVPD basis) on 2 unconnected molecules or ions with the total composition C4H13N2O at a distorted geometry.

The geometry in XYZ format:
```
20
Properties=species:S:1:pos:R:3:mulliken_charge:R:1
O -1.35215 -2.05692 0.82403 -0.496
N 0.42815 -0.09911 0.72941 -0.234
N -1.07686 -1.58518 -1.35388 -0.421
C 1.68555 -0.36635 -0.02602 -1.016
C -1.27745 -1.09633 -0.13274 0.341
C -0.09904 2.14094 -0.16919 -0.982
C 0.25704 1.31914 1.06785 -0.401
H -2.05578 -0.34794 -0.01003 0.321
H 1.91164 -1.40525 -0.09775 0.359
H 1.23652 1.63746 1.52147 0.326
H 0.16998 3.24610 -0.05923 0.318
H -1.13254 2.16975 -0.45912 0.320
H 2.47853 0.15752 0.52664 0.330
H 1.42300 0.04170 -0.99994 0.358
H 0.33528 -0.78408 1.43554 0.362
H -0.49100 -2.31640 -1.75451 0.230
H -0.53157 1.37230 1.80233 0.352
H -1.21700 -0.88769 -2.22163 0.300
H -1.11794 -3.02050 0.49089 0.363
H 0.42564 1.88082 -1.11410 0.268
```

Values from the calculation:
E_tot: -344.6528 Eh
gap between HOMO and LUMO: 0.3917 Ha
charge: +1
ΔE to the lowest compared entry with this formula, charge and spin: 71.6 kcal/mol

=====

2.
ORCA calculation (the ωB97M-V functional and the def2-TZVPD basis) on a single C15H23N5O4 molecule at a distorted geometry.

The geometry in XYZ format:
```
47
Properties=species:S:1:pos:R:3:mulliken_charge:R:1
O 1.20829 4.50172 -2.26956 -0.543
O 2.29162 -2.70103 -2.77085 -0.620
O 2.71083 -1.81722 -0.82713 -0.511
O -2.33747 -1.16405 -0.69724 -0.658
N 0.39789 0.25435 2.84305 -0.485
N -0.14088 -1.76934 -0.29902 0.205
N -0.47839 -2.35343 2.02602 -0.616
N 0.76955 1.49018 0.85152 -0.368
N 2.20931 -0.15973 1.48322 -0.915
C -2.04074 0.55537 2.33576 -0.097
C -2.55172 -0.88957 2.27485 -1.195
C 0.32623 -1.99939 -1.63018 0.534
C 0.28716 0.42683 -2.58020 0.477
C -0.69159 1.37398 -2.34264 -0.116
C 1.96235 2.23956 -2.61258 -0.651
C -0.78747 0.97758 3.12549 -1.017
C -1.44977 -1.57382 0.02480 -0.384
C 0.93103 3.17244 -2.29602 1.017
C -0.13017 -1.05938 -2.75534 -1.772
C 1.59332 0.88589 -2.73305 -0.167
C -1.77744 -1.97402 1.45329 0.691
C 1.12231 0.45075 1.68575 0.784
C -0.35893 2.73945 -2.14164 -1.069
C 1.83667 -2.18766 -1.76053 -0.091
H 2.52652 -0.58642 2.34990 0.112
H -1.90490 0.80255 1.29207 -0.044
H -1.15842 3.46397 -1.91365 0.363
H 2.12900 4.62106 -2.22167 0.270
H -0.06678 -2.98627 -1.95028 0.304
H -2.79217 -1.35052 3.27435 0.363
H 2.39035 -1.30313 -0.00685 0.402
H 3.00935 2.54715 -2.65780 0.266
H -0.19141 -1.46739 2.53525 0.079
H -1.20634 -1.10900 -2.84307 0.494
H -2.40030 -2.87122 1.41838 0.458
H 2.44079 0.19284 -2.88975 0.297
H -0.52193 -3.04457 2.70295 0.283
H 0.82121 -0.29323 3.60399 0.347
H -2.83989 1.23164 2.76959 0.346
H -1.71715 1.10154 -2.12778 0.415
H 0.39002 -1.34460 -3.69555 0.550
H -0.98794 0.88486 4.22724 0.390
H -0.25531 1.74765 0.73832 0.260
H 1.28989 1.43952 -0.03172 0.238
H -3.54356 -0.78877 1.77072 0.439
H 0.30571 -2.31337 0.40532 0.473
H -0.61871 2.00623 2.86226 0.459
```

Values from the calculation:
E_tot: -1160.1518 Eh
gap between HOMO and LUMO: 0.3287 Ha
SMILES string: [H]/N=C(/N)NCCC[C@H](N)C(=O)N[C@@H](Cc1ccc(O)cc1)C(=O)O
ΔE to the lowest compared entry with this formula, charge and spin: 30.4 kcal/mol

=====

3.
ORCA calculation (the ωB97M-V functional and the def2-TZVPD basis) on a single C4H5OPS molecule at a distorted geometry.

The geometry in XYZ format:
```
12
Properties=species:S:1:pos:R:3:mulliken_charge:R:1
S -2.65856 0.28112 -0.66120 -0.200
P -1.69796 -0.89263 0.71871 -0.004
O 1.78669 -1.84197 -0.23283 -0.489
C 0.58618 -1.14558 -0.34061 -0.734
C 0.81967 0.33157 -0.31722 0.055
C -1.35336 0.83876 0.58808 -0.230
C -0.03367 1.29665 0.00599 -0.523
H -1.65884 1.37162 1.46147 0.543
H 0.22333 2.28628 -0.11583 0.490
H 1.82347 0.60427 -0.54892 0.375
H -0.06751 -1.25492 -1.17447 0.386
H 2.23058 -1.87517 0.61683 0.332
```

Values from the calculation:
E_tot: -970.0780 Eh
gap between HOMO and LUMO: 0.2647 Ha
ΔE to the lowest compared entry with this formula, charge and spin: 73.8 kcal/mol

=====

4.
ORCA calculation (the ωB97M-V functional and the def2-TZVPD basis) on 6 unconnected molecules or ions with the total composition C28H40BO17 at a distorted geometry.

The geometry in XYZ format:
```
86
Properties=species:S:1:pos:R:3:mulliken_charge:R:1
O -4.52143 5.24862 0.07846 -0.331
O 0.96598 -1.17467 0.97731 -0.198
O -5.35580 -5.69645 -2.78063 -0.371
O 6.61021 -1.41443 2.79311 -0.515
O 0.86802 -2.47931 -4.07784 -0.391
O 0.62718 -0.29097 -4.62997 -0.555
O -0.07359 8.23668 0.22097 -0.784
O 8.37847 -1.35119 4.21082 -0.304
O -0.89204 -1.31926 -3.29849 -0.278
O 2.11284 -2.68904 2.17944 -0.361
O 6.91069 -3.04866 4.33563 -0.313
O -3.39435 3.56813 1.11781 -0.547
O 1.41510 5.68228 0.72647 -0.591
O -4.94733 3.11199 -0.48010 -0.294
O -3.37288 -4.72743 -2.35699 -0.135
O 0.23553 -3.32160 1.07093 -0.604
O -3.58674 -6.11684 -4.13614 -0.536
C 1.62431 1.39399 -2.42162 -0.322
C 0.77702 1.25601 -1.12754 -0.105
C -0.92547 5.78804 -0.29972 0.181
C 1.89941 -0.46619 1.78162 -0.654
C -4.34901 -4.07481 -1.55183 -0.589
C -1.14271 -2.69702 -3.04742 -0.120
C 1.03059 -2.47706 1.37763 0.560
C -4.05881 -5.56965 -3.18254 0.540
C 1.80175 4.06397 -2.21009 -0.288
C -4.20606 3.94155 0.31433 0.592
C -6.81695 -4.51998 -1.24155 -1.427
C 7.59963 -4.14482 6.38704 -1.421
C 3.69267 -1.27594 3.36366 -1.468
C 0.55214 5.23334 -0.06832 -0.028
C 0.24019 -1.26751 -4.05643 0.555
C 8.03259 -3.39535 5.14343 0.498
C 0.27726 -4.74759 -3.44729 -1.485
C 0.23843 -3.27872 -3.07800 0.884
C -5.31955 5.26437 -1.10092 0.628
C 2.12995 2.75697 -2.99898 -0.747
C 0.96721 3.90871 -0.91762 0.532
C 0.44569 2.55563 -0.34307 -0.335
C -6.30119 6.41784 -1.07853 -1.483
C -5.97026 3.91433 -1.05073 -0.576
C -5.43983 -5.10189 -1.48719 0.484
C 2.92268 -1.51746 2.08256 0.664
C 7.23979 -1.89286 3.68976 0.638
C 8.63490 -2.05022 5.42299 -0.554
B -1.21701 7.29558 0.29706 0.418
H 4.47962 -0.53680 3.20935 0.362
H -0.42718 -4.97211 -4.25298 0.316
H -4.64892 -3.15363 -2.06329 0.312
H -5.22386 -5.88082 -0.74741 0.273
H 2.09491 5.11317 -2.53637 0.347
H 1.37333 -0.10428 2.67158 0.287
H 8.13622 -1.51191 6.23639 0.311
H 8.69751 -4.02277 4.53932 0.283
H -7.11657 6.23025 -0.37388 0.340
H -6.84105 3.87678 -0.38634 0.310
H -1.10544 5.77023 -1.44806 0.190
H 4.14244 -2.20309 3.72635 0.311
H 8.45623 -4.61570 6.87462 0.380
H -3.94400 -3.82220 -0.57060 0.384
H -1.70909 7.24909 1.39816 -0.260
H 0.39125 0.23616 -0.72254 0.388
H 2.31364 0.38607 1.24051 0.415
H 9.70510 -2.09808 5.63014 0.305
H -7.59512 -5.21930 -1.55691 0.358
H -0.19240 2.57407 0.61371 0.347
H -6.96638 -3.60117 -1.81506 0.347
H -5.80925 7.33826 -0.75507 0.380
H 0.01972 -5.37063 -2.58800 0.351
H -2.08998 7.76834 -0.40230 -0.284
H 1.86571 0.45611 -3.01799 0.298
H -1.64080 -2.83678 -2.08747 0.051
H 3.03474 -0.91154 4.15830 0.406
H 1.26972 -5.03064 -3.80709 0.395
H 3.61846 -1.66109 1.24857 0.235
H -6.25679 3.54299 -2.03623 0.307
H -0.07383 8.57870 -0.69658 0.248
H -1.65307 4.96811 0.12393 -0.424
H 0.77163 -3.11436 -2.13491 0.044
H -6.95672 -4.28637 -0.18379 0.372
H -1.79082 -3.07435 -3.84579 0.216
H -6.73701 6.57634 -2.06787 0.383
H -4.64503 5.36181 -1.95881 0.261
H 2.72485 2.85833 -3.96478 0.293
H 6.86439 -4.91430 6.13960 0.359
H 7.12460 -3.47400 7.10809 0.340
```

Values from the calculation:
E_tot: -2394.8341 Eh
gap between HOMO and LUMO: 0.2023 Ha
charge: -1